Here is a molecular structure, C18H18F3N2O2PtSSi in a non-equilibrium geometry from the OMol25 dataset. Energies are from the ωB97M-V functional and the def2-TZVPD basis.

Geometry (Å):
Pt1 7.547 16.415 4.404
O1 9.559 16.172 4.486
N1 10.247 17.343 4.669
C1 11.444 17.352 5.339
C2 12.040 18.577 5.645
C3 11.509 19.781 5.185
C4 10.375 19.732 4.374
C5 9.695 18.514 4.208
S1 8.220 18.455 3.276
H1 11.840 16.389 5.629
H2 12.976 18.533 6.163
H3 12.091 20.729 5.206
H4 10.063 20.603 3.774
C6 5.153 16.173 7.140
Si1 6.754 17.046 7.523
C7 6.297 18.557 8.499
C8 7.723 15.815 8.510
O2 7.579 17.524 6.237
H5 4.548 15.928 8.019
H6 5.314 15.194 6.644
H7 4.585 16.780 6.461
H8 5.547 18.339 9.284
H9 5.819 19.299 7.812
H10 7.154 19.184 8.935
H11 7.332 15.827 9.563
H12 8.784 16.146 8.585
H13 7.738 14.839 8.095
N2 4.691 16.374 3.478
C9 5.745 16.302 3.946
H14 3.674 16.488 3.390
F1 6.935 7.047 6.675
C10 6.884 7.555 5.382
F2 5.648 7.124 4.980
F3 7.754 6.856 4.637
C11 7.084 9.050 5.352
C12 8.202 9.670 4.648
C13 8.282 11.043 4.546
C14 7.240 11.887 5.170
C15 6.277 11.246 5.996
C16 6.195 9.860 6.122
C17 7.315 13.276 5.009
C18 7.362 14.517 4.748
H15 8.937 9.086 4.048
H16 9.107 11.548 4.055
H17 5.579 11.899 6.509
H18 5.432 9.407 6.743

Calculated values
Expectation value of S²   3.787
Relative energy (zero: lowest compared OMol25 entry of this formula, charge and spin)   0.478 eV
Total charge   -2
E_HOMO (spin up / spin down)   0.051 / -0.055 Eh
Kohn-Sham gap (spin up / spin down)   0.104 / 0.204 Eh
F_max   0.099 Eh/bohr
Multiplicity   4
Total energy   -2063.150752 a.u.


Here is a molecular structure, C10H26F3N4O9V in a non-equilibrium geometry from the OMol25 dataset. Energies are from the ωB97M-V functional and the def2-TZVPD basis.

Geometry (Å):
O1 -1.723 -0.912 0.242
V1 -0.437 -0.024 0.122
C1 -1.951 2.006 -1.427
O2 -2.324 1.977 -2.796
O3 -0.754 1.409 -1.172
C2 -2.014 3.405 -1.018
F1 -0.985 4.156 -1.485
F2 -3.130 3.927 -1.497
F3 -2.004 3.596 0.285
C3 -2.266 0.641 -3.261
C4 -3.450 -0.119 -2.629
H1 -3.178 -0.617 -1.707
H2 -4.377 0.512 -2.500
H3 -3.689 -0.861 -3.373
H4 -1.390 0.217 -2.826
H5 -2.235 0.673 -4.329
H6 -2.719 1.443 -0.868
O4 1.122 -0.800 1.150
C5 1.594 0.144 2.082
C6 0.476 0.944 2.644
O5 -0.366 1.235 1.529
H7 2.414 0.765 1.685
H8 2.112 -0.394 2.884
H9 0.749 1.928 3.131
H10 -0.073 0.548 3.503
C7 2.500 3.385 -0.444
O6 3.490 4.020 -0.171
N1 2.273 2.848 -1.651
N2 1.525 3.016 0.570
H11 2.800 3.121 -2.485
H12 1.456 2.307 -1.700
H13 0.703 2.602 0.244
H14 1.321 3.765 1.142
C8 1.590 -1.640 -1.506
O7 0.478 -1.091 -1.377
N3 2.553 -1.509 -0.663
N4 1.721 -2.434 -2.627
H15 2.190 -1.005 0.211
H16 3.232 -2.246 -0.537
H17 1.357 -1.954 -3.447
H18 2.683 -2.869 -2.672
C9 2.022 -4.096 1.582
O8 1.242 -3.291 2.380
H19 1.704 -4.200 0.513
H20 3.078 -3.761 1.618
H21 2.069 -5.172 1.962
H22 1.055 -2.470 1.882
C10 -1.953 -2.167 3.477
O9 -2.528 -2.578 2.246
H23 -0.824 -1.992 3.473
H24 -2.517 -1.374 3.897
H25 -2.183 -3.046 4.148
H26 -2.438 -1.971 1.569

Calculated values
Expectation value of S²   0.759
Total charge   -1
E_HOMO (spin up / spin down)   -0.195 / -0.221 Eh
Kohn-Sham gap (spin up / spin down)   0.286 / 0.312 Eh
F_max   0.082 Eh/bohr
Multiplicity   2
Total energy   -2536.613832 a.u.


Here is C9H14O2 in the gas phase in a non-equilibrium geometry from the OMol25 dataset. Energies are from the ωB97M-V functional and the def2-TZVPD basis.

Geometry (Å):
C1 2.955 -0.555 -0.171
C2 1.587 -1.115 0.128
C3 0.490 -0.457 0.290
C4 -0.841 -0.962 0.764
C5 -1.602 -1.097 -0.623
C6 -1.842 0.423 -0.948
C7 -1.235 1.243 0.156
C8 -1.467 0.183 1.369
C9 0.259 1.134 0.078
O1 0.938 1.877 1.056
O2 0.762 1.520 -1.203
H1 3.671 -1.243 -0.587
H2 3.241 -0.344 0.822
H3 2.772 0.328 -0.678
H4 1.603 -2.235 0.270
H5 -0.812 -1.860 1.373
H6 -2.457 -1.670 -0.371
H7 -1.089 -1.491 -1.481
H8 -1.209 0.638 -1.781
H9 -2.855 0.657 -1.257
H10 -1.544 2.299 0.171
H11 -2.577 0.075 1.428
H12 -1.111 0.465 2.364
H13 1.863 1.514 1.095
H14 0.125 2.242 -1.396

Calculated values
Relative energy (zero: lowest compared OMol25 entry of this formula, charge and spin)   2.329 eV
E_HOMO   -0.328 Eh
SMILES string   C/C=C1/[C@@H]2CC[C@@H](C2)C1(O)O
Kohn-Sham gap   0.361 Eh
F_max   0.088 Eh/bohr
Total energy   -501.750537 a.u.


Here is 2 unconnected molecules or ions with the total composition C4H15NSi2 in a non-equilibrium geometry from the OMol25 dataset. Energies are from the ωB97M-V functional and the def2-TZVPD basis.

Geometry (Å):
C1 -1.323 0.605 -1.082
C2 -0.533 -2.391 1.004
C3 0.095 -0.878 2.758
C4 -0.126 1.538 -1.098
N1 -0.573 -0.992 1.522
Si1 0.973 1.992 -2.596
Si2 1.045 0.560 0.147
H1 -1.003 -0.452 -1.413
H2 -1.835 0.607 -0.069
H3 -2.154 0.906 -1.726
H4 -0.926 -2.596 0.084
H5 0.485 -2.943 0.885
H6 -1.283 -2.830 1.607
H7 -0.557 -1.388 3.492
H8 1.173 -1.217 2.711
H9 0.146 0.237 2.955
H10 -0.455 2.434 -0.704
H11 1.289 3.427 -2.759
H12 0.033 1.726 -3.906
H13 1.974 0.996 -2.784
H14 1.651 1.095 1.455
H15 1.906 -0.435 -0.481

Calculated values
Expectation value of S²   2.007
Relative energy (zero: lowest compared OMol25 entry of this formula, charge and spin)   1.989 eV
E_HOMO (spin up / spin down)   -0.203 / -0.352 Eh
Kohn-Sham gap (spin up / spin down)   0.235 / 0.304 Eh
F_max   0.075 Eh/bohr
Multiplicity   3
Total energy   -794.883585 a.u.


Here is a molecular structure, C15H15Cl2MoN4O6S from the OMol25 dataset. Energies are from the ωB97M-V functional and the def2-TZVPD basis.

Geometry (Å):
Mo1 -0.236 -0.047 -0.104
O1 -3.478 1.612 1.827
C1 -2.746 1.072 1.048
O2 -1.466 0.798 1.255
C2 -3.194 0.533 -0.281
C3 -4.453 0.614 -0.842
C4 -4.664 -0.011 -2.065
C5 -3.636 -0.722 -2.677
C6 -2.414 -0.769 -2.040
N1 -2.221 -0.134 -0.887
C7 -1.176 -1.511 -2.465
O3 -1.030 -2.029 -3.537
O4 -0.282 -1.507 -1.489
H1 -5.231 1.153 -0.319
H2 -5.636 0.042 -2.537
H3 -3.766 -1.238 -3.618
C8 3.054 -2.588 1.492
O5 3.181 -2.532 0.056
C9 2.478 -1.620 -0.582
O6 1.749 -0.811 0.030
N2 2.682 -1.661 -1.895
N3 2.098 -0.737 -2.753
H4 3.744 -3.364 1.803
H5 2.037 -2.847 1.769
H6 3.332 -1.631 1.928
H7 3.258 -2.416 -2.241
H8 1.412 -1.198 -3.341
H9 2.816 -0.298 -3.315
S1 0.021 1.840 -1.565
C10 0.943 2.452 -0.212
C11 1.598 3.672 -0.088
C12 2.253 3.928 1.100
C13 2.246 2.986 2.128
C14 1.577 1.800 1.933
N4 0.948 1.554 0.779
H10 1.580 4.384 -0.901
H11 2.771 4.869 1.235
H12 2.748 3.175 3.066
H13 1.523 1.029 2.689
Cl1 0.511 -1.258 4.019
C15 -1.021 -1.530 3.205
Cl2 -0.772 -2.185 1.549
H14 -1.548 -0.590 3.097
H15 -1.589 -2.279 3.743

Calculated values
Expectation value of S²   2.016
Relative energy (zero: lowest compared OMol25 entry of this formula, charge and spin)   0.000 eV
Total charge   +1
E_HOMO (spin up / spin down)   -0.409 / -0.425 Eh
Kohn-Sham gap (spin up / spin down)   0.285 / 0.270 Eh
F_max   0.001 Eh/bohr
Multiplicity   3
Total energy   -2637.763026 a.u.


Here is C24H23NO3S in the gas phase in a non-equilibrium geometry from the OMol25 dataset. Energies are from the ωB97M-V functional and the def2-TZVPD basis.

Geometry (Å):
C1 0.990 1.653 3.165
C2 1.492 1.093 2.068
C3 2.875 1.307 1.629
C4 3.591 2.451 1.994
C5 4.903 2.631 1.600
C6 5.544 1.674 0.827
C7 4.845 0.545 0.437
C8 3.533 0.373 0.834
S1 2.727 -1.089 0.200
O1 3.465 -2.265 0.555
O2 2.504 -0.879 -1.206
N1 1.333 -1.102 1.100
C9 0.577 -2.335 1.196
C10 -0.557 -2.442 0.208
C11 -1.873 -2.508 0.646
C12 -2.912 -2.605 -0.264
C13 -2.646 -2.624 -1.621
C14 -1.337 -2.541 -2.065
C15 -0.297 -2.456 -1.158
C16 0.649 0.167 1.223
C17 0.323 0.820 -0.141
O3 -0.409 2.015 -0.001
C18 -1.790 1.852 0.238
C19 -2.566 1.258 -0.914
C20 -3.775 0.617 -0.676
C21 -4.517 0.110 -1.727
C22 -4.049 0.221 -3.025
C23 -2.839 0.849 -3.267
C24 -2.106 1.373 -2.218
H1 1.566 2.298 3.804
H2 -0.027 1.475 3.470
H3 3.101 3.218 2.574
H4 5.430 3.527 1.894
H5 6.570 1.813 0.524
H6 5.296 -0.220 -0.175
H7 0.197 -2.424 2.221
H8 1.311 -3.126 1.027
H9 -2.086 -2.497 1.706
H10 -3.931 -2.666 0.089
H11 -3.455 -2.701 -2.330
H12 -1.125 -2.546 -3.124
H13 0.724 -2.382 -1.502
H14 -0.296 -0.027 1.743
H15 -0.214 0.094 -0.762
H16 1.248 1.093 -0.651
H17 -2.153 2.869 0.430
H18 -1.970 1.256 1.144
H19 -4.139 0.523 0.338
H20 -5.462 -0.376 -1.532
H21 -4.626 -0.180 -3.845
H22 -2.468 0.938 -4.277
H23 -1.170 1.879 -2.403

Calculated values
Relative energy (zero: lowest compared OMol25 entry of this formula, charge and spin)   0.000 eV
E_HOMO   -0.330 Eh
SMILES string   C=C1c2ccccc2S(=O)(=O)N(Cc2ccccc2)[C@@H]1COCc1ccccc1
Kohn-Sham gap   0.343 Eh
F_max   0.022 Eh/bohr
Total energy   -1606.974716 a.u.


Here is 11 unconnected molecules or ions with the total composition C37H102N6O11 in a non-equilibrium geometry from the OMol25 dataset. Energies are from the ωB97M-V functional and the def2-TZVPD basis.

Geometry (Å):
C1 7.034 -3.437 -2.459
O1 6.917 -2.011 -2.480
C2 5.633 -1.645 -2.019
C3 5.311 -0.164 -1.971
C4 6.323 0.609 -1.169
N1 3.922 -0.067 -1.488
H1 6.350 -4.011 -3.123
H2 7.002 -3.826 -1.453
H3 8.051 -3.636 -2.836
H4 4.841 -2.146 -2.573
H5 5.514 -2.009 -0.999
H6 5.428 0.231 -2.965
H7 5.876 1.535 -0.854
H8 7.331 0.707 -1.635
H9 6.473 0.081 -0.226
H10 3.564 0.815 -1.827
H11 3.838 -0.050 -0.487
C5 -0.290 0.536 4.112
O2 -0.892 0.333 5.373
C6 -0.406 1.053 6.456
C7 -1.440 1.123 7.585
C8 -0.751 1.946 8.653
N2 -1.668 -0.227 8.089
H12 0.041 1.529 3.975
H13 -1.044 0.418 3.280
H14 0.471 -0.250 3.909
H15 0.460 0.538 6.917
H16 -0.084 2.054 6.285
H17 -2.350 1.568 7.195
H18 -1.292 1.850 9.621
H19 -0.675 3.009 8.387
H20 0.251 1.662 8.842
H21 -1.774 -0.879 7.351
H22 -2.446 -0.197 8.711
C9 1.883 -2.600 -5.230
O3 2.244 -1.184 -5.279
C10 1.788 -0.503 -4.093
C11 1.769 0.988 -4.470
C12 0.681 1.406 -5.504
N3 3.112 1.280 -4.879
H23 2.173 -2.994 -6.205
H24 0.793 -2.714 -5.061
H25 2.383 -3.106 -4.363
H26 0.766 -0.879 -3.738
H27 2.452 -0.579 -3.218
H28 1.615 1.524 -3.503
H29 0.493 2.460 -5.634
H30 -0.310 1.095 -5.139
H31 0.822 0.983 -6.480
H32 3.098 2.226 -5.265
H33 3.490 0.559 -5.516
C13 0.439 -3.806 -2.260
O4 -0.312 -3.999 -1.086
C14 -1.529 -3.333 -1.145
C15 -2.277 -3.246 0.163
C16 -2.644 -4.617 0.767
N4 -3.360 -2.274 0.033
H34 -0.197 -4.030 -3.148
H35 1.289 -4.425 -2.129
H36 0.864 -2.806 -2.313
H37 -1.387 -2.267 -1.422
H38 -2.134 -3.829 -1.905
H39 -1.477 -2.888 0.869
H40 -3.097 -4.367 1.826
H41 -1.678 -5.217 0.853
H42 -3.478 -5.167 0.229
H43 -4.253 -2.792 0.019
H44 -3.290 -1.621 0.771
C17 -2.080 -1.406 -5.771
O5 -2.741 -0.215 -5.467
C18 -3.037 -0.121 -4.079
C19 -3.943 1.030 -3.860
C20 -5.264 0.862 -4.532
N5 -3.226 2.278 -4.306
H45 -1.096 -1.350 -5.385
H46 -2.076 -1.557 -6.853
H47 -2.530 -2.254 -5.238
H48 -3.430 -1.092 -3.773
H49 -2.072 0.038 -3.559
H50 -4.093 1.119 -2.830
H51 -5.046 0.897 -5.573
H52 -6.061 1.636 -4.401
H53 -5.717 -0.125 -4.319
H54 -2.710 2.280 -5.161
H55 -3.793 3.079 -4.307
C21 0.946 4.077 -0.486
O6 1.247 5.469 -0.396
C22 1.334 5.864 0.974
C23 1.463 7.360 1.034
C24 2.654 7.852 0.170
N6 1.761 7.786 2.393
H56 0.985 3.743 -1.558
H57 -0.056 3.933 -0.039
H58 1.657 3.432 0.059
H59 0.420 5.505 1.488
H60 2.178 5.334 1.410
H61 0.477 7.780 0.779
H62 2.670 8.916 0.147
H63 2.471 7.490 -0.846
H64 3.601 7.451 0.538
H65 1.151 7.397 3.062
H66 2.717 7.508 2.588
C25 0.281 0.611 -1.313
C26 -0.729 0.289 -0.134
C27 0.111 -0.567 0.805
O7 -1.248 1.413 0.582
H67 0.573 -0.290 -1.874
H68 1.115 1.150 -0.804
H69 -0.197 1.348 -2.055
H70 -1.549 -0.304 -0.490
H71 0.784 0.172 1.240
H72 0.649 -1.251 0.178
H73 -0.393 -1.105 1.605
H74 -1.688 2.070 -0.010
C28 2.310 -5.632 1.779
C29 2.850 -5.002 0.482
C30 3.284 -3.548 0.705
O8 3.970 -5.663 -0.109
H75 1.886 -6.612 1.735
H76 1.398 -5.030 2.061
H77 3.050 -5.572 2.579
H78 2.038 -5.139 -0.159
H79 3.785 -3.102 -0.126
H80 3.984 -3.421 1.451
H81 2.457 -2.926 0.996
H82 3.591 -6.532 -0.296
C31 -0.583 -3.873 5.370
C32 -1.738 -3.479 4.475
C33 -3.027 -3.134 5.255
O9 -1.259 -2.366 3.654
H83 -0.320 -2.923 5.894
H84 0.329 -4.231 4.852
H85 -0.856 -4.636 6.110
H86 -2.148 -4.329 3.862
H87 -2.976 -2.166 5.869
H88 -3.397 -3.942 5.846
H89 -3.855 -2.946 4.520
H90 -1.956 -1.643 3.559
C34 -2.589 4.670 0.039
C35 -3.163 3.951 -1.193
O10 -2.234 2.940 -1.573
H91 -3.402 5.349 0.418
H92 -1.641 5.153 -0.228
H93 -2.453 3.883 0.868
H94 -3.328 4.600 -2.086
H95 -4.081 3.559 -0.910
H96 -2.385 2.664 -2.527
C36 -4.947 1.975 2.125
C37 -4.538 0.684 1.471
O11 -3.405 0.069 1.994
H97 -4.063 2.645 2.307
H98 -5.348 1.873 3.117
H99 -5.723 2.490 1.608
H100 -4.317 0.863 0.436
H101 -5.323 -0.028 1.592
H102 -2.593 0.660 1.824

Calculated values
Relative energy (zero: lowest compared OMol25 entry of this formula, charge and spin)   1.369 eV
E_HOMO   -0.329 Eh
SMILES string   COC[C@H](C)N.COC[C@H](C)N.COC[C@H](C)N.COC[C@H](C)N.COC[C@H](C)N.COC[C@H](C)N.CC(C)O.CC(C)O.CC(C)O.CCO.CCO
Kohn-Sham gap   0.348 Eh
F_max   0.053 Eh/bohr
Total energy   -2626.864936 a.u.


Here is C4H10N2 in the gas phase from the OMol25 dataset. Energies are from the ωB97M-V functional and the def2-TZVPD basis.

Geometry (Å):
C1 0.972 1.244 -0.058
C2 0.286 -0.113 -0.002
N1 1.212 -1.235 0.045
C3 -0.846 -0.280 -1.037
N2 -1.811 0.132 -0.003
C4 -0.821 -0.165 1.059
H1 0.231 2.060 -0.136
H2 1.580 1.415 0.847
H3 1.640 1.321 -0.917
H4 1.843 -1.142 0.849
H5 1.806 -1.234 -0.783
H6 -0.820 0.355 -1.935
H7 -0.938 -1.343 -1.346
H8 -2.661 -0.430 0.047
H9 -0.890 -1.171 1.509
H10 -0.785 0.584 1.861

Calculated values
Relative energy (zero: lowest compared OMol25 entry of this formula, charge and spin)   1.146 eV
E_HOMO   -0.326 Eh
SMILES string   CC1(N)CNC1
Kohn-Sham gap   0.367 Eh
F_max   0.012 Eh/bohr
Total energy   -267.883223 a.u.